Entry 1:
# C30H65N6O11P

A cluster of 6 separate species, C30H65N6O11P in total in a non-equilibrium geometry (ωB97M-V/def2-TZVPD, the Open Molecules 2025 dataset).

ORCA input file:
```
! wB97M-V def2-TZVPD RIJCOSX def2/J DEFGRID3
* xyz 0 1
C 1.887 1.361 1.297
O 0.499 1.731 0.903
C 0.563 1.825 -0.593
O -0.724 2.189 -1.205
P -1.532 0.828 -1.926
O -1.294 -0.425 -0.940
O -0.931 0.337 -3.481
C 0.060 1.272 -4.032
C 1.569 0.669 -3.756
C 1.423 -0.975 -3.484
N 1.314 -1.577 -2.077
O 1.412 -1.784 -4.581
O -3.265 1.001 -2.062
C -3.636 2.409 -2.407
C -4.563 2.968 -1.171
C -6.133 3.189 -1.701
C -6.902 3.990 -0.487
C -6.725 1.684 -2.005
C -8.359 1.612 -2.163
C -8.811 0.143 -1.504
C -9.928 -0.697 -2.019
C -10.924 -1.413 -0.892
C -10.063 -0.877 -3.643
H 2.696 1.698 0.510
H 2.211 1.817 2.337
H 1.908 0.172 1.313
H 0.997 0.825 -1.021
H 1.296 2.744 -0.798
H -0.082 1.243 -5.217
H -0.082 2.392 -3.724
H 2.213 0.742 -4.759
H 2.140 1.176 -2.867
H 2.193 -1.425 -1.530
H 1.056 -2.586 -2.144
H -4.252 2.316 -3.424
H -2.711 3.082 -2.657
H -4.623 2.098 -0.356
H -4.134 3.907 -0.617
H -6.120 3.903 -2.639
H -6.215 4.898 -0.181
H -7.215 3.313 0.423
H -7.909 4.475 -0.900
H -6.260 1.339 -3.043
H -6.376 0.880 -1.196
H -8.949 2.433 -1.570
H -8.695 1.698 -3.305
H -8.193 -0.305 -0.594
H -10.681 -2.574 -0.934
H -12.064 -1.265 -1.130
H -10.634 -1.078 0.212
H -10.579 -1.917 -3.876
H -10.648 0.012 -4.164
H -8.954 -0.905 -4.071
C 6.950 -0.822 1.455
N 5.711 -0.204 1.865
C 4.778 -0.695 2.735
C 5.043 -2.038 3.359
O 3.767 -0.044 2.983
H 7.769 -0.150 1.723
H 6.925 -0.946 0.370
H 7.109 -1.793 1.927
H 5.471 0.702 1.481
H 4.221 -2.301 4.027
H 5.116 -2.801 2.581
H 5.966 -1.999 3.944
C -1.225 -1.531 2.179
N -2.419 -0.898 2.691
C -2.955 -1.012 3.943
C -2.243 -1.895 4.931
O -3.984 -0.405 4.228
H -0.536 -0.747 1.860
H -1.508 -2.138 1.316
H -0.736 -2.163 2.922
H -2.946 -0.290 2.077
H -2.781 -1.891 5.881
H -2.210 -2.921 4.555
H -1.232 -1.519 5.103
C 3.401 -5.696 -3.052
N 3.136 -4.869 -1.897
C 3.476 -5.113 -0.597
C 4.218 -6.387 -0.295
O 3.177 -4.306 0.278
H 3.995 -5.112 -3.758
H 2.444 -5.955 -3.510
H 3.939 -6.610 -2.795
H 2.640 -3.996 -2.031
H 4.422 -6.449 0.775
H 3.608 -7.248 -0.583
H 5.170 -6.398 -0.832
C -0.348 7.555 1.143
N -1.614 7.036 0.682
C -2.103 5.769 0.831
C -1.246 4.769 1.558
O -3.207 5.480 0.379
H -0.549 8.390 1.817
H 0.207 7.917 0.275
H 0.247 6.804 1.665
H -2.240 7.658 0.184
H -1.759 3.807 1.601
H -0.301 4.635 1.025
H -1.062 5.111 2.579
C 11.652 -1.261 2.521
N 10.386 -1.780 2.060
C 9.897 -3.047 2.209
C 10.754 -4.047 2.936
O 8.793 -3.336 1.757
H 11.451 -0.425 3.196
H 12.207 -0.899 1.653
H 12.247 -2.012 3.043
H 9.760 -1.158 1.563
H 10.241 -5.009 2.979
H 11.699 -4.181 2.403
H 10.938 -3.705 3.958
*
```

Output
Largest force on an atom (eV/Å): 8.3
Frontier orbital gap (eV): 7.664
Lowest unoccupied orbital energy (eV): 0.2


Entry 2:
# C30H66AsBF6MgN2O24

A structure of composition C30H66AsBF6MgN2O24 in a non-equilibrium geometry (ωB97M-V/def2-TZVPD, the Open Molecules 2025 dataset).

ORCA input file:
```
! wB97M-V def2-TZVPD RIJCOSX def2/J DEFGRID3
* xyz 0 1
Mg 4.275 -0.584 3.263
O 0.006 -1.164 2.914
C 0.233 -0.535 1.924
O -0.605 -0.043 1.040
B 0.136 0.667 -0.019
O 1.576 0.514 0.376
C 1.646 -0.089 1.508
O 2.620 -0.276 2.204
O -0.258 2.056 -0.163
C -0.495 2.317 -1.449
O -0.738 3.397 -1.902
C -0.287 1.004 -2.232
O -0.083 0.055 -1.325
O -0.343 0.868 -3.411
As 5.770 -2.842 0.707
F 6.066 -3.983 1.958
F 7.185 -1.987 1.227
F 5.487 -1.615 -0.462
F 4.253 -3.568 0.414
F 4.906 -1.826 1.925
F 6.586 -3.806 -0.432
C 0.948 5.995 -1.622
N 0.395 7.352 -1.374
O 0.987 8.296 -1.834
O -0.628 7.423 -0.711
H 0.681 5.325 -0.817
H 2.023 6.160 -1.654
H 0.596 5.608 -2.572
C -2.646 4.969 0.283
N -3.651 4.462 -0.681
O -4.337 3.531 -0.297
O -3.791 5.032 -1.740
H -1.878 4.210 0.379
H -3.153 5.191 1.216
H -2.251 5.907 -0.089
C -4.662 4.949 -8.222
O -4.396 4.050 -7.174
C -4.462 4.651 -5.900
C -4.916 3.619 -4.880
O -4.285 2.371 -4.984
C -2.888 2.443 -4.771
H -4.717 4.378 -9.145
H -3.859 5.693 -8.300
H -5.616 5.464 -8.062
H -5.208 5.450 -5.827
H -3.452 4.994 -5.644
H -5.972 3.416 -5.080
H -4.809 4.013 -3.862
H -2.388 2.924 -5.621
H -2.501 1.429 -4.707
H -2.617 2.972 -3.850
C -0.847 -2.144 -5.621
O -1.267 -1.909 -6.957
C -2.308 -0.987 -7.030
C -3.673 -1.504 -6.579
O -4.550 -1.821 -7.660
C -5.082 -0.687 -8.301
H -1.697 -2.430 -4.994
H -0.460 -1.198 -5.215
H -0.065 -2.895 -5.585
H -2.352 -0.567 -8.036
H -2.076 -0.094 -6.418
H -4.203 -0.816 -5.913
H -3.497 -2.460 -6.085
H -5.236 0.164 -7.630
H -6.005 -1.024 -8.766
H -4.400 -0.345 -9.092
C -4.266 -3.381 0.207
O -2.899 -3.773 0.075
C -2.051 -2.655 -0.074
C -0.703 -3.137 -0.566
O -0.088 -3.865 0.471
C 1.257 -4.195 0.172
H -4.377 -2.737 1.089
H -4.819 -4.293 0.417
H -4.594 -2.884 -0.706
H -1.935 -2.178 0.912
H -2.484 -1.879 -0.718
H -0.096 -2.255 -0.817
H -0.874 -3.750 -1.460
H 1.744 -4.507 1.089
H 1.788 -3.311 -0.217
H 1.290 -4.926 -0.643
C 3.022 -3.378 3.665
O 3.366 -2.072 4.149
C 2.463 -1.610 5.151
C 3.053 -0.377 5.826
O 3.721 0.444 4.865
C 3.923 1.772 5.310
H 2.256 -3.301 2.889
H 2.677 -4.004 4.485
H 3.890 -3.822 3.183
H 2.300 -2.371 5.920
H 1.475 -1.390 4.733
H 3.736 -0.689 6.625
H 2.257 0.197 6.306
H 4.424 1.781 6.281
H 2.961 2.275 5.477
H 4.438 2.337 4.541
C 5.171 1.458 1.060
O 5.418 0.890 2.355
C 6.800 0.850 2.627
C 7.104 0.061 3.900
O 6.051 -0.884 4.140
C 6.547 -2.149 4.621
H 4.101 1.604 0.959
H 5.552 0.800 0.277
H 5.700 2.410 0.974
H 7.260 1.840 2.702
H 7.290 0.338 1.794
H 7.160 0.680 4.799
H 8.057 -0.442 3.737
H 7.166 -2.608 3.851
H 5.696 -2.776 4.859
H 7.158 -1.996 5.514
C -4.206 -1.645 7.505
O -3.184 -2.097 6.638
C -3.634 -2.270 5.331
C -2.501 -2.466 4.361
O -1.960 -3.777 4.535
C -1.184 -4.141 3.417
H -5.134 -2.190 7.323
H -4.281 -0.556 7.469
H -3.880 -1.921 8.512
H -4.173 -1.354 5.025
H -4.357 -3.086 5.174
H -1.703 -1.753 4.597
H -2.818 -2.318 3.324
H -1.769 -4.069 2.498
H -0.758 -5.135 3.547
H -0.307 -3.486 3.299
*
```

Output
Largest force on an atom (eV/Å): 1.7
Frontier orbital gap (eV): 7.821
Lowest unoccupied orbital energy (eV): -0.8


Entry 3:
# C30H68N8O13S

A cluster of 10 separate species, C30H68N8O13S in total in a non-equilibrium geometry (ωB97M-V/def2-TZVPD, the Open Molecules 2025 dataset).

ORCA input file:
```
! wB97M-V def2-TZVPD RIJCOSX def2/J DEFGRID3
* xyz 0 1
O 2.738 0.726 -0.732
S 1.752 -0.290 -0.562
O 2.099 -1.675 -0.600
O 0.875 0.006 0.728
C -0.218 0.927 0.470
C -0.389 0.880 -1.055
O 0.561 -0.053 -1.604
H -1.066 0.634 1.077
H 0.105 1.921 0.776
H -0.343 1.827 -1.583
H -1.337 0.399 -1.297
C 1.795 -0.950 -5.331
N 1.309 0.235 -4.675
C 1.993 1.403 -4.643
C 1.464 2.496 -3.757
O 3.006 1.566 -5.307
H 1.279 -1.098 -6.284
H 1.644 -1.842 -4.720
H 2.855 -0.923 -5.577
H 0.580 0.101 -3.994
H 0.382 2.649 -3.739
H 1.821 3.469 -4.098
H 1.882 2.371 -2.755
C 4.740 -0.908 -2.462
N 6.090 -0.818 -3.025
C 6.945 0.204 -2.893
C 8.367 -0.020 -3.370
O 6.615 1.285 -2.428
H 4.106 -0.318 -3.133
H 4.678 -0.456 -1.479
H 4.366 -1.927 -2.490
H 6.379 -1.707 -3.395
H 8.329 -0.358 -4.413
H 8.913 -0.775 -2.807
H 8.899 0.924 -3.412
C -3.742 0.644 1.010
N -3.077 1.207 2.171
C -3.419 2.427 2.639
C -2.636 2.939 3.824
O -4.334 3.087 2.170
H -4.800 0.512 1.240
H -3.358 -0.374 0.889
H -3.615 1.164 0.061
H -2.253 0.744 2.522
H -3.323 3.465 4.487
H -1.851 3.619 3.493
H -2.180 2.173 4.457
C -3.866 6.498 -2.325
N -3.120 5.252 -2.384
C -2.612 4.556 -1.345
C -3.093 4.892 0.044
O -1.895 3.573 -1.503
H -4.596 6.517 -3.131
H -3.188 7.347 -2.448
H -4.356 6.606 -1.363
H -2.766 4.935 -3.274
H -2.642 4.188 0.737
H -4.144 4.610 0.122
H -2.776 5.876 0.383
C 2.270 -1.085 3.183
N 0.987 -1.511 3.697
C -0.205 -0.939 3.416
C -1.447 -1.682 3.870
O -0.279 0.144 2.845
H 2.254 -0.087 2.755
H 2.591 -1.791 2.418
H 2.988 -1.031 4.003
H 0.922 -2.396 4.171
H -1.520 -1.542 4.948
H -1.441 -2.738 3.585
H -2.315 -1.308 3.333
C -2.271 -2.049 -0.578
N -3.035 -2.800 0.388
C -4.357 -2.649 0.653
C -4.934 -3.573 1.697
O -5.042 -1.820 0.065
H -1.585 -2.713 -1.109
H -1.617 -1.374 -0.016
H -2.922 -1.545 -1.285
H -2.523 -3.255 1.132
H -5.620 -2.995 2.318
H -4.134 -4.052 2.259
H -5.593 -4.343 1.296
C 0.543 -2.928 2.210
N 0.393 -3.773 3.398
C -0.803 -4.348 3.695
C -0.778 -5.232 4.930
O -1.790 -4.176 3.001
H 0.467 -3.366 1.216
H 1.480 -2.390 2.333
H -0.259 -2.195 2.334
H 1.240 -4.257 3.648
H -1.475 -6.062 4.857
H -0.953 -4.621 5.814
H 0.213 -5.683 5.023
C 0.827 5.156 -0.149
N 0.687 6.204 0.825
C -0.158 6.087 1.883
C -0.108 7.199 2.894
O -0.704 5.040 2.186
H 1.775 5.232 -0.692
H 0.159 5.225 -1.017
H 0.742 4.133 0.212
H 1.465 6.837 0.871
H 0.414 8.140 2.733
H 0.420 6.721 3.727
H -1.096 7.421 3.296
C 1.727 -5.210 -2.429
C 1.313 -6.326 -1.495
C -0.213 -6.322 -1.654
O -0.571 -4.954 -1.903
C 0.557 -4.211 -2.354
H 1.665 -5.597 -3.453
H 2.716 -4.777 -2.306
H 1.714 -6.222 -0.488
H 1.687 -7.266 -1.907
H -0.782 -6.681 -0.802
H -0.456 -6.914 -2.541
H 0.764 -3.475 -1.570
H 0.435 -3.638 -3.274
*
```

Output
Largest force on an atom (eV/Å): 6.3
Frontier orbital gap (eV): 8.910
Lowest unoccupied orbital energy (eV): 0.0


What is the lowest unoccupied orbital energy in the first record? 0.2 eV


Among the records above, which one has the lowest frontier orbital gap? C30H65N6O11P


Which value of largest force on an atom does entry 1 give? 8.3 eV/Å


Which value of lowest unoccupied orbital energy does entry 1 give? 0.2 eV